Entry from OMol25: the molecule C17H25F3N4O3 (wB97M-V/def2-TZVPD).

```
52
Properties=species:S:1:pos:R:3:forces:R:3:nbo_charge:R:1
C -1.095214 -0.941747 4.030862 0.00 0.00 -0.01 -0.607
C -0.113063 0.194333 4.281825 0.01 0.01 0.01 -0.398
C 1.202421 0.017377 3.530932 0.00 0.00 -0.02 -0.225
N 1.036446 0.059419 2.086829 -0.04 0.00 0.03 -0.630
C 1.086313 -1.052027 1.315574 0.05 0.01 0.00 0.687
O 1.222613 -2.171444 1.774999 -0.03 0.00 0.00 -0.629
C 0.944502 -0.888917 -0.211680 0.01 0.01 -0.04 -0.181
C 2.295663 -0.799254 -0.853763 0.01 0.02 0.01 0.136
N 3.348107 -0.313391 -0.218012 0.02 0.00 -0.01 -0.267
N 4.337630 -0.366261 -1.116942 -0.02 0.00 0.04 -0.329
C 3.936854 -0.870861 -2.307203 -0.01 0.01 -0.01 -0.054
C 2.602045 -1.165890 -2.184864 0.01 -0.02 0.01 -0.116
C 1.663432 -1.756013 -3.186521 0.02 -0.02 0.00 -0.633
N 0.041950 0.157382 -0.732151 0.12 -0.16 0.18 -0.444
C 0.667200 1.474742 -0.862244 0.01 -0.01 0.01 -0.204
C -0.274084 2.538920 -1.387059 -0.01 0.02 0.05 -0.398
C -1.504457 2.590480 -0.494784 -0.02 0.02 -0.03 -0.312
C -2.431216 3.720511 -0.874955 0.00 0.00 0.00 0.988
F -2.879804 3.611498 -2.140227 0.01 0.00 0.01 -0.330
F -3.512656 3.771317 -0.075872 0.01 0.00 -0.01 -0.327
F -1.815935 4.915901 -0.778896 -0.01 -0.01 0.00 -0.330
C -2.204793 1.247425 -0.592927 0.02 -0.01 0.01 -0.386
C -1.293325 0.088771 -0.149945 -0.15 0.11 -0.13 -0.148
C -2.095081 -1.162012 -0.536838 -0.17 0.16 -0.32 0.808
O -3.267758 -1.263437 -0.275891 0.19 -0.14 0.26 -0.601
O -1.433868 -2.062992 -1.266889 -0.05 -0.02 0.01 -0.508
C -2.209888 -3.200549 -1.672844 0.00 0.03 0.02 -0.258
H -2.027297 -0.785548 4.574436 0.00 0.00 0.00 0.210
H -1.339017 -1.028418 2.970608 0.00 0.00 0.00 0.201
H -0.670134 -1.897203 4.340713 0.00 0.00 0.00 0.214
H -0.562723 1.152009 3.998615 0.00 0.00 0.00 0.189
H 0.113158 0.264104 5.349479 -0.01 0.00 -0.01 0.205
H 1.912888 0.795269 3.817619 0.00 0.00 0.00 0.196
H 1.645206 -0.949475 3.767264 0.01 0.00 0.01 0.229
H 0.992030 0.955335 1.637491 0.04 -0.02 -0.01 0.392
H 0.526436 -1.847683 -0.507032 0.02 0.03 0.00 0.261
H 5.258048 -0.071075 -0.846397 0.00 -0.01 -0.02 0.408
H 4.618543 -0.985183 -3.133770 0.00 0.00 0.00 0.218
H 2.113565 -1.787166 -4.178162 0.00 0.00 0.00 0.217
H 1.391920 -2.777464 -2.910615 -0.01 0.00 -0.01 0.219
H 0.739817 -1.178276 -3.239640 0.00 0.00 0.00 0.232
H 1.108657 1.853860 0.074526 -0.05 0.00 0.01 0.147
H 1.507606 1.369457 -1.547243 0.00 -0.01 0.00 0.223
H 0.249436 3.495659 -1.401761 0.00 -0.01 -0.01 0.228
H -0.582264 2.302406 -2.408051 0.01 0.00 -0.01 0.217
H -1.208825 2.796017 0.540507 0.01 -0.02 0.00 0.220
H -3.107120 1.208618 0.012023 -0.01 0.01 0.00 0.251
H -2.501584 1.090662 -1.633207 0.00 0.00 0.00 0.217
H -1.266589 0.090466 0.950659 0.01 0.01 0.00 0.208
H -1.531965 -3.824001 -2.247041 0.00 -0.01 0.00 0.196
H -2.580256 -3.733997 -0.799928 0.00 -0.01 0.00 0.200
H -3.053569 -2.881651 -2.281608 0.00 -0.01 0.00 0.197
```
Positions in Å, forces in eV/Å.

Output
SMILES = CCCNC(=O)[C@H](c1n[nH]cc1C)N1CC[C@@H](C(F)(F)F)C[C@H]1C(=O)OC
lowest unoccupied orbital energy = 0.66 eV
E = -1407.18433 Eh